# 1
DFT (wB97M-V/def2-TZVPD) results for C2H8N2O3P as an isolated structure at a distorted geometry.

Values from the calculation:
Frontier orbital gap   7.6 eV
F_max   5.017 eV Å⁻¹
Total charge   -1
2S+1   1
HOMO energy   -3.65 eV
Energy above the lowest of the compared OMol25 structures with the same formula, charge and spin   26.7 kcal/mol

Each line ends with the natural charge from an NBO analysis.
Positions of all 16 atoms, in Å:
C 0.88 0.31 1.43  -0.637
C 0.65 0.00 -0.03  0.070
N 0.75 -1.27 -0.50  -0.866
N 1.23 1.08 -0.85  -0.899
O -2.03 0.38 -1.54  -1.184
O -2.14 -1.09 0.54  -1.024
O -2.09 1.32 0.94  -1.163
P -1.67 0.29 -0.11  2.228
H 0.75 1.38 1.47  0.231
H 1.90 0.07 1.79  0.157
H 0.25 -0.23 2.14  0.216
H 1.70 -1.55 -0.95  0.312
H 0.05 -1.37 -1.23  0.372
H 1.74 0.77 -1.72  0.331
H -2.49 -1.72 -0.10  0.484
H 0.52 1.61 -1.28  0.371

# 2
DFT (wB97M-V/def2-TZVPD) results for C7H10 in the gas phase at a distorted geometry.

Values from the calculation:
Frontier orbital gap (alpha / beta)   8.4 / 8.4 eV
F_max   3.409 eV Å⁻¹
2S+1   1
HOMO energy (alpha / beta)   -7.73 / -7.73 eV
Energy above the lowest of the compared OMol25 structures with the same formula, charge and spin   122.5 kcal/mol

Each line ends with the natural charge from an NBO analysis.
Positions of all 17 atoms, in Å:
C 1.10 -1.55 0.70  -0.229
C -0.17 -1.01 0.64  -0.111
C 1.95 -0.33 0.47  -0.463
C 0.70 0.58 0.56  -0.140
C -0.48 0.34 -0.15  -0.045
C -1.64 1.05 0.36  -0.615
C -0.60 -0.10 -1.62  -0.593
H 1.30 -2.56 0.97  0.212
H 2.72 -0.35 1.33  0.225
H 2.59 -0.28 -0.44  0.211
H 0.57 1.18 1.51  0.219
H -2.51 0.84 -0.20  0.212
H -1.60 2.09 0.31  0.218
H -1.78 0.63 1.33  0.239
H -0.57 0.73 -2.34  0.213
H -1.72 -0.38 -1.62  0.218
H 0.13 -0.87 -1.80  0.228

# 3
DFT (wB97M-V/def2-TZVPD) results for C30H37N5O2S4Ti as an isolated structure at a distorted geometry.

Values from the calculation:
Frontier orbital gap (alpha / beta)   4.5 / 8.4 eV
F_max   2.741 eV Å⁻¹
2S+1   3
HOMO energy (alpha / beta)   -4.41 / -8.43 eV
Energy above the lowest of the compared OMol25 structures with the same formula, charge and spin   37.5 kcal/mol

Each line ends with the Mulliken spin population.
Positions of all 79 atoms, in Å:
Ti -0.91 0.47 1.22  1.167
O -2.38 1.38 4.79  0.040
C -1.78 1.40 3.72  -0.010
N -1.04 0.38 3.17  -0.035
C -1.39 -0.97 3.60  0.007
C -2.28 -1.57 2.52  0.040
C -2.89 -2.81 2.64  -0.012
C -3.78 -3.23 1.67  0.026
C -4.04 -2.41 0.59  -0.013
C -3.36 -1.21 0.49  0.045
N -2.48 -0.79 1.43  -0.012
C -1.88 2.58 2.80  0.260
C -2.09 3.85 3.27  -0.132
C -2.25 4.90 2.38  0.289
C -2.23 4.60 1.00  -0.093
C -2.04 3.32 0.58  0.180
N -1.85 2.26 1.45  0.089
H -1.95 -0.94 4.53  0.003
H -0.51 -1.58 3.74  0.004
H -2.66 -3.43 3.50  0.001
H -4.28 -4.19 1.76  0.004
H -4.75 -2.69 -0.18  0.000
H -3.49 -0.56 -0.35  -0.005
H -2.11 3.99 4.34  -0.007
H -2.39 5.92 2.73  0.035
H -2.37 5.38 0.26  -0.008
H -2.03 3.09 -0.47  0.017
C -3.24 0.54 -3.85  0.000
C -1.97 1.33 -3.51  0.001
S -1.11 0.99 -1.95  0.020
C 0.33 0.04 -2.51  -0.001
C 0.09 -1.38 -3.08  -0.002
S -0.95 -2.49 -2.08  0.009
C -2.09 -3.21 -3.29  -0.001
C -3.32 -2.37 -3.62  0.001
S -2.98 -1.00 -4.76  0.000
H -3.85 1.15 -4.52  0.000
H -3.84 0.34 -2.95  0.001
H -2.24 2.39 -3.42  0.001
H -1.24 1.23 -4.32  0.000
H 0.98 0.02 -1.64  0.008
H 0.83 0.62 -3.29  -0.001
H 1.06 -1.86 -3.22  0.001
H -0.41 -1.29 -4.04  -0.001
H -2.41 -4.13 -2.80  0.000
H -1.54 -3.49 -4.19  0.000
H -3.77 -1.96 -2.71  -0.001
H -4.06 -2.99 -4.12  0.000
C 5.12 -1.60 1.52  0.002
C 4.40 -1.83 0.19  -0.002
N 2.97 -2.14 0.37  0.023
C 2.64 -3.57 0.43  0.000
C 2.53 -4.19 -0.95  0.002
C 2.08 -1.16 0.63  0.038
S 0.46 -1.59 1.00  -0.026
N 2.60 0.09 0.53  -0.008
C 1.92 1.20 0.67  0.018
O 0.67 1.29 0.85  0.025
C 2.66 2.49 0.55  -0.011
C 4.04 2.52 0.36  0.004
C 4.70 3.74 0.25  -0.003
C 3.98 4.93 0.32  0.005
C 2.61 4.90 0.51  -0.003
C 1.95 3.68 0.63  0.002
H 6.19 -1.44 1.36  0.000
H 4.99 -2.45 2.18  0.000
H 4.70 -0.71 2.01  0.000
H 4.85 -2.68 -0.33  0.000
H 4.50 -0.96 -0.45  0.001
H 1.71 -3.68 0.96  0.000
H 3.42 -4.06 1.02  0.001
H 1.63 -3.82 -1.45  -0.001
H 2.45 -5.28 -0.87  0.000
H 3.40 -3.96 -1.57  0.000
H 4.58 1.58 0.32  0.001
H 5.77 3.76 0.11  0.000
H 4.49 5.88 0.23  0.001
H 2.05 5.82 0.58  0.001
H 0.88 3.64 0.78  0.017

# 4
DFT (wB97M-V/def2-TZVPD) results for C4H10N2O in the gas phase at a distorted geometry.

Values from the calculation:
Frontier orbital gap   9.3 eV
F_max   5.019 eV Å⁻¹
2S+1   1
HOMO energy   -8.46 eV
Energy above the lowest of the compared OMol25 structures with the same formula, charge and spin   124.7 kcal/mol

Each line ends with the natural charge from an NBO analysis.
Positions of all 17 atoms, in Å:
C 0.65 2.41 -1.98  -0.321
C -1.01 -1.53 -0.46  -0.620
C 0.36 -0.64 1.44  -0.625
C 0.16 -0.71 -0.13  -0.043
N 0.07 0.70 -0.69  -0.430
N 1.04 1.55 -1.07  0.280
O 2.20 1.53 -0.55  -0.510
H 1.48 3.01 -2.29  0.216
H -0.28 2.29 -2.61  0.193
H -1.24 -2.17 0.35  0.232
H -1.85 -0.79 -0.61  0.200
H -0.92 -2.06 -1.38  0.216
H -0.54 -0.66 2.06  0.206
H 0.94 0.20 1.77  0.234
H 1.07 -1.49 1.72  0.210
H 1.09 -1.38 -0.51  0.197
H -0.62 0.71 -1.46  0.365